Record 1
One molecule with the formula C2H3N5O, computed with ωB97M-V with the def2-TZVPD basis set.

Last column: natural (NBO) charge in e.
Element x y z (Å)
C1 -0.06 -0.47 -0.16  0.29
C2 -0.49 0.85 -0.36  0.00
H1 1.68 0.88 0.75  0.38
H2 2.94 -0.37 0.33  0.39
H3 0.08 1.61 -0.73  0.21
N1 2.05 -0.02 0.28  -0.65
N2 1.12 -0.96 -0.13  -0.14
N3 -1.72 1.09 -0.21  -0.21
N4 -2.38 0.00 0.44  -0.06
N5 -2.18 -1.17 0.30  0.17
O1 -1.04 -1.46 -0.50  -0.37

Total charge: 0
SMILES string: N/N=c1\cnnno1
Kohn-Sham gap, eV: 8.351
LUMO energy, eV: -0.9
Energy above the lowest of the compared OMol25 structures with the same formula, charge and spin, eV: 6.000
E_tot, eV: -11614.8294
HOMO energy, eV: -9.203

---

Record 2
One molecule with the formula C2H3N5O, computed with ωB97M-V with the def2-TZVPD basis set.

Last column: natural (NBO) charge in e.
Element x y z (Å)
C1 0.01 0.45 0.36  0.35
C2 0.48 -0.06 -0.93  0.01
H1 -1.69 -1.11 -0.19  0.35
H2 -2.89 -0.32 0.74  0.38
H3 -0.26 -0.09 -1.75  0.22
N1 -2.06 -0.16 0.12  -0.65
N2 -1.13 0.50 0.91  -0.21
N3 1.69 -0.30 -1.18  -0.23
N4 2.53 -0.34 -0.09  -0.05
N5 2.27 0.37 0.92  0.15
O1 1.06 1.06 1.08  -0.32

Total charge: 0
SMILES string: N/N=c1\cnnno1
Kohn-Sham gap, eV: 8.444
LUMO energy, eV: -1.0
Energy above the lowest of the compared OMol25 structures with the same formula, charge and spin, eV: 5.486
E_tot, eV: -11615.3435
HOMO energy, eV: -9.470

---

Record 3
A 3-piece molecular cluster, C2H3N5O overall, computed with ωB97M-V with the def2-TZVPD basis set.

Last column: natural (NBO) charge in e.
Element x y z (Å)
C1 -0.70 -0.60 -0.06  0.74
C2 0.19 1.54 0.23  0.71
H1 -2.38 -2.00 -0.30  0.38
H2 -2.29 -0.81 1.34  0.32
H3 1.71 2.64 -0.38  0.41
N1 -2.29 -0.91 -0.30  -0.72
N2 -0.44 0.53 0.85  -0.62
N3 0.64 2.57 -0.52  -0.66
N4 2.57 -0.41 -0.31  -0.01
N5 2.82 -1.60 0.40  0.00
O1 0.16 -0.94 -0.95  -0.55

Total charge: 0
Kohn-Sham gap, eV: 9.647
LUMO energy, eV: -0.7
Energy above the lowest of the compared OMol25 structures with the same formula, charge and spin, eV: 9.176
E_tot, eV: -11611.6537
HOMO energy, eV: -10.392

---

Record 4
One molecule with the formula C2H3NO, computed with ωB97M-V with the def2-TZVPD basis set.

Last column: natural (NBO) charge in e.
Element x y z (Å)
C1 1.52 -0.01 0.25  0.55
C2 -0.87 -0.09 -0.10  -0.23
N1 2.45 0.47 -0.23  -0.42
O1 0.34 -0.35 0.63  -0.51
H1 -1.08 1.07 0.06  0.20
H2 -1.60 -0.61 0.50  0.21
H3 -0.77 -0.47 -1.11  0.20

Total charge: 0
SMILES string: COC#N
Kohn-Sham gap, eV: 11.471
LUMO energy, eV: 0.7
Energy above the lowest of the compared OMol25 structures with the same formula, charge and spin, eV: 1.560
E_tot, eV: -5658.3452
HOMO energy, eV: -10.807

---

Record 5
A 2-piece molecular cluster, C2H3NO overall, computed with ωB97M-V with the def2-TZVPD basis set.

Last column: natural (NBO) charge in e.
Element x y z (Å)
C1 0.52 -0.35 -0.57  -0.32
C2 -0.46 0.27 -0.94  -0.18
N1 -0.43 -0.80 2.07  0.02
O1 -1.45 -0.37 1.67  -0.24
H1 1.44 -0.77 -0.63  0.22
H2 -1.42 0.69 -0.77  0.24
H3 0.38 -0.75 1.33  0.25

Total charge: 0
SMILES string: C#C.N=O
Kohn-Sham gap, eV: 9.153
LUMO energy, eV: -0.1
Energy above the lowest of the compared OMol25 structures with the same formula, charge and spin, eV: 5.225
E_tot, eV: -5654.6794
HOMO energy, eV: -9.237

---

Record 6
One molecule with the formula C2H3NO2, computed with ωB97M-V with the def2-TZVPD basis set.

Last column: natural (NBO) charge in e.
Element x y z (Å)
O1 0.81 -0.51 -1.49  -0.54
C1 0.23 0.51 -1.11  0.50
N1 -0.10 0.50 0.28  -0.70
C2 -0.20 -0.76 0.96  0.55
O2 -0.52 -1.76 0.43  -0.48
H1 0.21 1.36 -1.77  0.16
H2 -0.41 1.31 0.74  0.40
H3 -0.02 -0.65 1.96  0.11

Total charge: 0
SMILES string: O=CNC=O
Kohn-Sham gap, eV: 10.700
LUMO energy, eV: 0.7
Energy above the lowest of the compared OMol25 structures with the same formula, charge and spin, eV: 1.019
E_tot, eV: -7706.8236
HOMO energy, eV: -10.044

---

Record 7
One molecule with the formula C2H3NO2, computed with ωB97M-V with the def2-TZVPD basis set.

Last column: natural (NBO) charge in e.
Element x y z (Å)
O1 2.32 0.06 0.42  -0.55
C1 1.16 0.37 0.41  0.54
N1 0.16 -0.38 -0.19  -0.66
C2 -1.21 -0.09 -0.25  0.53
O2 -2.00 -0.82 -0.81  -0.54
H1 0.76 1.29 0.88  0.12
H2 0.44 -1.25 -0.65  0.42
H3 -1.63 0.82 0.20  0.14

Total charge: 0
SMILES string: O=CNC=O
Kohn-Sham gap, eV: 11.528
LUMO energy, eV: 0.9
Energy above the lowest of the compared OMol25 structures with the same formula, charge and spin, eV: 0.083
E_tot, eV: -7707.7601
HOMO energy, eV: -10.640

---

Record 8
A 2-piece molecular cluster, C2H3NO2 overall, computed with ωB97M-V with the def2-TZVPD basis set.

Last column: natural (NBO) charge in e.
Element x y z (Å)
C1 1.31 -0.86 0.11  0.16
C2 1.08 0.51 -0.17  0.32
N1 1.48 -1.98 0.21  -0.22
O1 -1.86 0.21 0.45  -0.94
O2 1.48 1.44 0.46  -0.43
H1 0.53 0.79 -1.05  0.15
H2 -1.94 -0.74 0.32  0.48
H3 -2.09 0.64 -0.33  0.47

Total charge: 0
SMILES string: N#CC=O.O
Kohn-Sham gap, eV: 10.739
LUMO energy, eV: -0.6
Energy above the lowest of the compared OMol25 structures with the same formula, charge and spin, eV: 1.773
E_tot, eV: -7706.0697
HOMO energy, eV: -11.297

---

Record 9
One molecule with the formula C2H3NO2, computed with ωB97M-V with the def2-TZVPD basis set.

Last column: natural (NBO) charge in e.
Element x y z (Å)
C1 1.14 -0.79 0.03  0.49
C2 -0.27 -0.65 0.32  -0.23
N1 -0.42 1.71 -0.27  -0.28
O1 2.09 -0.17 -0.23  -0.44
O2 -0.26 0.70 0.51  -0.30
H1 -0.97 -1.14 -0.41  0.24
H2 -0.40 -1.25 1.27  0.25
H3 -0.91 1.60 -1.21  0.28

Total charge: 0
Kohn-Sham gap (alpha / beta), eV: 7.762 / 9.158
LUMO energy (alpha / beta), eV: 0.2 / 0.2
Energy above the lowest of the compared OMol25 structures with the same formula, charge and spin, eV: 6.612
E_tot, eV: -7701.2313
HOMO energy (alpha / beta), eV: -7.541 / -8.917

---

Record 10
One molecule with the formula C2H3NO2, computed with ωB97M-V with the def2-TZVPD basis set.

Last column: natural (NBO) charge in e.
Element x y z (Å)
O1 -0.96 0.65 1.34  -0.49
C1 -1.28 0.06 0.34  0.55
N1 -0.37 -0.28 -0.78  -0.71
C2 1.02 -0.36 -0.77  0.55
O2 1.68 0.06 0.09  -0.52
H1 -2.20 -0.47 0.05  0.12
H2 -0.97 -0.56 -1.60  0.40
H3 1.54 -0.86 -1.78  0.10

Total charge: 0
SMILES string: O=CNC=O
Kohn-Sham gap, eV: 10.746
LUMO energy, eV: 0.6
Energy above the lowest of the compared OMol25 structures with the same formula, charge and spin, eV: 0.922
E_tot, eV: -7706.9209
HOMO energy, eV: -10.169

---

Record 11
One molecule with the formula C2H3NO2S, computed with ωB97M-V with the def2-TZVPD basis set.

Last column: natural (NBO) charge in e.
Element x y z (Å)
C1 -0.26 0.28 -0.11  0.15
C2 1.06 0.14 0.58  -0.27
N1 0.62 -0.75 -0.50  -0.60
O1 -2.60 -0.91 -0.03  -0.88
O2 -1.02 1.17 -0.72  -0.59
S1 -1.89 0.28 0.43  1.40
H1 1.79 0.80 0.25  0.19
H2 1.24 -0.25 1.54  0.20
H3 1.05 -0.75 -1.44  0.39

Total charge: 0
Kohn-Sham gap, eV: 9.799
LUMO energy, eV: 0.5
Energy above the lowest of the compared OMol25 structures with the same formula, charge and spin, eV: 4.226
E_tot, eV: -18539.2262
HOMO energy, eV: -9.305

---

Record 12
One molecule with the formula C2H3NO2S, computed with ωB97M-V with the def2-TZVPD basis set.

Last column: natural (NBO) charge in e.
Element x y z (Å)
C1 -0.64 0.07 -0.17  -0.13
C2 2.06 0.21 0.13  0.26
H1 -3.53 0.10 -0.01  0.48
H2 -0.39 1.06 -0.44  0.22
H3 3.03 -0.23 0.49  0.16
N1 -1.79 -0.34 0.18  -0.13
O1 -2.76 0.63 0.02  -0.55
O2 1.88 1.39 -0.03  -0.53
S1 0.75 -1.01 -0.07  0.23

Total charge: 0
SMILES string: O=CS/C=N/O
Kohn-Sham gap, eV: 9.964
LUMO energy, eV: 0.4
Energy above the lowest of the compared OMol25 structures with the same formula, charge and spin, eV: 2.859
E_tot, eV: -18540.5938
HOMO energy, eV: -9.519